C63H168O21 | ωB97M-V with the def2-TZVPD basis set

## Properties
Orbital gap ... 9.55 eV
DFT total energy ... -4081.0491 hartree
Maximum force ... 0.061 Eh/bohr
Total charge ... 0

```
252
Properties=species:S:1:pos:R:3:forces:R:3:mulliken_charge:R:1
C -16.226 22.873 21.045 -0.832 -0.655 0.364 -0.447
C -15.589 21.467 20.937 -0.420 0.702 -0.294 0.572
C -15.826 20.905 19.538 -0.477 -0.232 0.374 -1.673
O -14.234 21.583 21.214 2.076 0.277 -0.941 0.252
H -15.716 23.643 20.466 0.415 -0.340 -0.198 -0.251
H -16.279 23.240 22.070 0.136 -0.108 0.155 0.444
H -17.254 22.849 20.683 0.012 -0.059 0.015 -0.199
H -15.870 20.717 21.677 -1.295 0.215 0.070 0.470
H -16.850 20.533 19.502 -0.189 0.038 0.043 0.665
H -15.212 20.028 19.336 0.291 0.232 -0.134 0.321
H -15.773 21.672 18.765 0.460 -0.070 -0.058 0.029
H -14.090 21.703 22.155 -0.071 0.029 0.593 -0.381
C -9.431 26.923 9.561 -0.399 -0.476 -0.457 -1.413
C -8.518 26.100 10.487 -0.615 0.559 -1.749 2.955
C -7.322 25.439 9.790 -0.917 -0.158 -0.499 -1.677
O -7.926 26.972 11.341 1.419 1.233 2.009 -0.599
H -10.363 27.204 10.050 0.066 0.114 0.549 0.051
H -9.795 26.318 8.731 0.312 0.088 -0.433 0.450
H -8.961 27.855 9.246 0.210 -0.202 -0.324 0.354
H -9.244 25.469 11.000 0.422 -0.994 0.228 -1.358
H -6.840 24.704 10.434 -0.016 -0.008 -0.116 0.293
H -6.602 26.212 9.521 -0.026 0.120 0.309 0.442
H -7.623 25.015 8.832 -0.028 -0.509 0.120 0.392
H -8.572 27.542 11.764 -0.353 -0.028 0.459 0.128
C -17.535 17.762 16.285 0.142 0.750 0.442 -1.351
C -18.160 19.170 16.051 1.204 -0.953 -0.998 0.375
C -17.447 19.949 14.959 1.101 0.096 0.798 -0.137
O -19.473 18.962 15.657 -1.708 0.018 0.167 -0.570
H -18.232 17.203 16.909 0.067 -0.187 -0.139 0.403
H -16.563 17.755 16.778 0.033 0.333 0.190 0.306
H -17.344 17.251 15.341 -0.387 -0.032 -0.198 0.360
H -18.149 19.786 16.950 -0.160 -0.231 0.180 0.067
H -16.391 19.819 15.195 0.259 0.608 -0.210 -0.188
H -17.722 21.002 15.012 0.145 0.007 -0.134 -0.047
H -17.549 19.605 13.930 -0.454 -0.355 0.096 0.313
H -19.415 18.404 14.878 -0.270 -0.048 -0.154 0.409
C -19.269 24.452 19.791 -0.830 -0.957 0.546 -0.330
C -20.218 24.221 20.997 2.244 -0.723 -0.506 -0.010
C -19.480 23.513 22.138 -0.814 -1.267 0.449 -1.157
O -20.624 25.420 21.486 -1.365 2.346 0.808 -0.568
H -19.775 25.089 19.066 0.198 -0.087 -0.114 0.317
H -19.087 23.447 19.410 0.219 0.083 -0.603 0.244
H -18.312 24.877 20.094 -0.082 0.205 0.066 -0.095
H -21.119 23.706 20.663 0.105 -0.285 0.099 0.402
H -19.137 22.501 21.923 0.297 0.076 -0.398 0.307
H -20.164 23.336 22.968 -0.308 0.259 0.050 0.421
H -18.663 24.085 22.577 0.160 0.221 -0.455 0.234
H -19.861 25.861 21.868 0.033 0.230 0.024 0.366
C -12.909 26.868 11.993 0.727 -0.288 -0.701 -0.660
C -13.006 25.698 10.988 1.605 -0.080 0.920 0.162
C -12.356 24.428 11.535 -0.608 0.092 -0.160 -0.065
O -14.352 25.422 10.727 -0.850 0.509 -0.769 -0.538
H -11.859 27.049 12.221 0.110 -0.179 0.345 -0.129
H -13.478 26.610 12.886 0.086 0.017 0.068 0.172
H -13.240 27.836 11.616 -0.444 -0.160 -0.252 0.451
H -12.570 25.886 10.007 0.536 0.528 0.110 0.571
H -12.566 23.579 10.885 -0.008 0.096 -0.207 0.446
H -12.861 24.193 12.472 0.392 -0.062 0.338 -0.273
H -11.272 24.502 11.626 -0.117 0.214 0.300 -0.549
H -14.490 26.051 10.015 -1.154 -0.169 -0.081 0.385
C -14.982 27.365 17.969 -0.017 -0.266 0.124 0.236
C -15.791 26.814 19.158 2.064 -0.123 -0.070 1.283
C -14.973 26.823 20.472 -0.245 -0.106 -0.270 -1.443
O -16.930 27.563 19.341 -1.147 1.009 0.596 -0.739
H -14.053 26.811 17.840 -0.031 -0.131 -0.104 -0.635
H -14.722 28.418 18.078 -0.058 0.107 0.364 0.312
H -15.585 27.299 17.063 0.033 -0.162 -0.120 0.182
H -16.119 25.802 18.920 0.370 -0.508 -0.009 -0.335
H -15.618 26.446 21.266 0.060 0.196 0.187 0.407
H -14.571 27.806 20.719 -0.684 0.315 -0.014 0.555
H -14.057 26.232 20.485 -0.215 -0.553 -0.524 -0.135
H -17.463 27.416 18.556 -0.399 0.006 -0.216 0.473
C -11.000 30.364 11.883 -0.125 1.893 -0.563 -1.520
C -9.593 29.764 12.004 -1.138 1.030 0.034 0.989
C -8.586 30.520 12.830 -0.476 1.098 0.332 -1.358
O -9.771 28.560 12.645 0.272 -2.786 -0.252 0.475
H -10.969 31.244 11.241 0.087 0.109 -0.339 0.592
H -11.471 30.786 12.771 0.488 -0.341 0.610 0.258
H -11.773 29.728 11.452 0.499 -0.511 -0.122 0.250
H -9.237 29.649 10.980 0.177 -0.568 0.025 0.410
H -7.602 30.058 12.901 -0.044 -0.015 -0.554 0.319
H -8.963 30.515 13.853 -0.072 0.232 0.098 0.082
H -8.556 31.557 12.495 0.476 0.096 0.056 0.423
H -10.298 28.724 13.430 -0.092 0.230 0.335 -0.635
C -16.762 21.436 11.319 -0.487 -0.518 -0.196 -1.228
C -16.212 22.725 10.770 -0.904 -1.382 0.896 0.643
C -17.291 23.700 10.546 -0.684 1.011 -1.184 -1.570
O -15.368 23.228 11.748 1.086 -0.200 0.895 0.065
H -15.955 20.703 11.294 -0.314 -0.357 0.151 0.275
H -17.604 21.155 10.686 0.216 -0.501 -0.256 0.535
H -17.202 21.493 12.314 0.380 0.332 0.196 0.062
H -15.720 22.403 9.852 0.446 0.605 -0.326 0.214
H -16.832 24.580 10.095 -0.268 0.378 0.110 0.304
H -17.800 23.970 11.472 0.099 -0.032 0.038 0.232
H -18.024 23.335 9.827 -0.105 -0.041 0.004 0.458
H -15.050 24.097 11.489 0.137 0.385 -0.242 -0.011
C -9.081 28.263 16.149 -0.667 0.312 0.469 -1.492
C -10.578 28.127 15.695 2.634 0.789 -0.112 1.761
C -11.497 27.848 16.807 -0.705 0.024 0.531 0.654
O -10.966 29.344 15.041 -0.640 -0.176 -0.985 -0.469
H -8.914 28.978 16.955 -0.644 0.234 0.269 0.289
H -8.441 28.684 15.375 -0.056 -0.723 -0.418 0.354
H -8.736 27.325 16.584 0.230 -0.194 -0.516 0.170
H -10.537 27.345 14.937 -0.488 0.046 -0.223 -1.441
H -11.026 27.150 17.499 -0.314 0.024 0.143 -0.521
H -12.482 27.503 16.492 0.136 -0.268 -0.131 -0.395
H -11.703 28.814 17.268 0.172 -0.117 0.574 0.459
H -10.814 30.118 15.588 0.338 -0.124 0.378 0.365
C -13.553 23.885 17.890 0.751 -0.044 0.088 1.099
C -12.747 23.358 16.680 -0.530 2.047 0.675 1.369
C -12.567 24.511 15.649 -0.025 -0.965 0.171 0.454
O -11.451 22.947 17.162 -0.520 0.222 -1.114 0.851
H -14.556 24.241 17.656 -0.068 -0.195 -0.185 -0.190
H -13.009 24.712 18.345 0.066 0.240 -0.025 -0.663
H -13.580 23.111 18.657 -0.315 -0.132 -0.003 -0.755
H -13.386 22.586 16.250 0.641 -0.477 -0.351 -1.046
H -12.074 24.147 14.748 0.064 -0.036 -0.043 -0.052
H -12.004 25.365 16.025 0.136 -0.219 0.314 -0.533
H -13.545 24.893 15.356 -0.141 -0.100 -0.011 -0.250
H -11.603 22.250 17.804 -0.028 -0.395 0.531 -0.724
C -13.043 20.944 12.613 0.873 0.367 -0.787 -1.273
C -14.062 20.628 13.638 -0.247 -1.291 1.087 1.239
C -13.488 20.082 14.934 1.388 -1.013 0.756 -1.880
O -14.839 21.706 14.010 -0.568 1.183 0.862 0.528
H -13.540 21.343 11.728 0.060 0.186 -0.044 0.122
H -12.479 20.075 12.276 -0.031 -0.200 0.188 0.589
H -12.323 21.675 12.981 0.024 0.168 0.017 -0.126
H -14.689 19.850 13.202 -0.414 -0.316 -0.043 0.208
H -14.078 20.083 15.850 -0.774 0.361 -0.418 0.299
H -12.559 20.551 15.258 0.114 0.667 -0.306 0.336
H -13.157 19.045 14.869 -0.181 -0.307 -0.495 0.543
H -14.994 22.319 13.288 -0.068 0.160 -0.646 -0.356
C -7.800 21.460 11.373 -0.563 -0.625 0.203 -0.716
C -9.107 20.820 10.839 0.047 1.450 1.065 0.176
C -10.128 21.914 10.573 0.126 -0.088 -0.083 -0.608
O -8.843 20.111 9.665 0.017 -0.254 -0.825 -0.567
H -7.480 22.338 10.813 0.040 -0.342 -0.524 0.151
H -7.088 20.636 11.328 0.570 0.423 0.190 0.409
H -7.879 21.837 12.393 -0.181 -0.348 0.243 -0.047
H -9.513 20.108 11.557 -0.008 0.065 0.441 0.298
H -9.616 22.713 10.038 -0.243 0.017 -0.442 0.426
H -10.498 22.384 11.484 0.115 -0.328 0.205 -0.309
H -10.984 21.522 10.024 0.030 0.145 -0.140 0.483
H -8.353 19.333 9.943 0.112 -0.146 -0.295 0.365
C -10.876 19.404 18.494 -1.078 -0.682 0.192 -1.044
C -12.196 19.645 19.276 0.805 -0.175 0.348 1.162
C -12.222 18.963 20.646 0.431 -0.433 -0.477 -1.107
O -12.256 21.022 19.468 0.690 1.570 -0.704 1.859
H -10.028 19.823 19.037 -0.099 -0.005 0.012 -0.145
H -10.912 19.809 17.483 -0.088 0.306 0.069 0.060
H -10.742 18.330 18.367 0.207 -0.096 0.086 0.596
H -13.093 19.367 18.722 0.100 -0.531 -0.449 0.038
H -13.205 18.997 21.115 -0.028 0.051 -0.091 0.191
H -11.504 19.446 21.309 0.023 0.025 -0.104 -0.316
H -11.911 17.926 20.522 -0.131 -0.172 0.169 0.517
H -12.913 21.247 20.131 -0.665 0.118 0.446 -1.138
C -7.278 21.596 17.685 0.745 0.185 -0.492 -0.996
C -6.615 22.499 18.753 -0.905 -0.986 -0.631 1.843
C -5.335 21.849 19.278 0.009 1.274 0.002 -1.587
O -6.391 23.820 18.284 0.910 -0.458 0.488 -0.671
H -7.311 20.552 17.996 -0.276 0.045 0.288 0.535
H -6.655 21.587 16.791 0.292 0.040 -0.086 0.389
H -8.248 21.925 17.313 -0.193 0.051 0.515 -0.165
H -7.318 22.520 19.586 -0.122 0.190 0.358 -0.743
H -5.552 20.895 19.760 0.070 0.035 -0.102 0.269
H -4.926 22.551 20.005 0.066 -0.174 0.352 0.415
H -4.549 21.768 18.528 -0.220 -0.299 -0.282 0.421
H -7.155 24.130 17.791 -0.468 -0.058 -0.221 0.102
C -11.904 24.318 21.464 -0.424 -0.495 -0.514 -0.404
C -10.603 23.715 20.965 -0.452 0.691 -1.160 2.339
C -9.976 24.581 19.833 -0.719 -0.788 0.224 -0.043
O -9.690 23.686 22.010 1.104 -0.499 1.209 -0.478
H -12.615 24.185 20.649 -0.260 0.605 -0.029 -0.424
H -11.773 25.353 21.779 -0.085 0.194 -0.262 0.455
H -12.356 23.779 22.297 0.330 -0.207 0.174 -0.095
H -10.807 22.693 20.647 0.269 -0.089 -0.042 -1.613
H -9.755 25.529 20.322 0.144 0.309 -0.446 0.467
H -10.647 24.686 18.980 -0.316 0.329 0.173 -0.532
H -9.084 24.143 19.386 0.235 -0.071 0.483 -0.351
H -9.580 24.596 22.298 0.209 0.158 0.194 0.335
C -13.257 20.363 25.874 0.411 0.368 0.250 -1.489
C -12.918 21.355 24.724 1.489 -1.063 0.159 0.388
C -11.816 20.821 23.760 -1.023 -0.082 0.824 -0.766
O -14.060 21.638 23.976 -1.322 -0.178 -1.149 -0.435
H -14.148 20.699 26.404 0.057 0.221 0.206 0.389
H -12.442 20.245 26.589 0.125 0.620 0.136 0.410
H -13.451 19.312 25.660 -0.139 0.126 -1.094 0.343
H -12.591 22.342 25.052 0.413 -0.208 0.888 0.280
H -10.881 20.677 24.301 0.036 0.237 -0.071 0.515
H -11.678 21.503 22.921 0.138 0.010 0.048 -0.165
H -12.128 19.845 23.389 -0.043 0.010 -0.116 0.197
H -14.745 21.975 24.558 -0.087 0.043 0.016 0.232
C -19.452 24.795 15.715 -0.747 -0.571 -0.676 -1.787
C -18.093 25.117 16.241 1.895 -1.077 -1.596 0.847
C -16.944 25.166 15.190 -0.403 -1.016 -0.360 -0.979
O -18.076 26.386 16.748 -0.432 2.095 2.126 -0.359
H -20.192 24.704 16.510 0.150 -0.030 0.161 0.348
H -19.460 23.869 15.139 0.032 -0.140 0.069 0.275
H -19.835 25.565 15.045 0.171 0.232 -0.141 0.390
H -17.816 24.367 16.982 -0.010 0.305 0.463 0.134
H -16.931 24.259 14.586 0.017 0.075 -0.345 0.273
H -15.933 25.276 15.581 -0.186 -0.131 0.699 -0.025
H -17.054 26.058 14.573 -0.368 -0.097 -0.409 0.456
H -18.303 26.949 16.005 -0.049 0.386 0.095 0.357
C -10.083 29.999 19.525 -0.238 -0.267 0.462 -1.056
C -10.795 29.266 20.674 -0.126 0.433 0.057 0.078
C -11.879 28.328 20.182 0.317 -1.209 -0.741 -0.105
O -9.804 28.526 21.428 -0.761 -0.073 -0.345 -0.528
H -9.448 29.305 18.974 0.014 -0.015 0.128 0.202
H -9.473 30.775 19.986 0.159 0.104 -0.306 0.480
H -10.785 30.449 18.822 -0.081 0.136 0.093 0.207
H -11.229 30.022 21.328 -0.109 0.087 0.167 0.292
H -12.698 28.713 19.574 0.274 0.896 0.083 0.435
H -12.404 27.673 20.877 0.580 0.310 0.628 0.322
H -11.366 27.664 19.487 -0.017 -0.367 0.059 -0.559
H -9.302 29.169 21.934 0.103 0.002 0.038 0.309
C -6.497 20.080 22.901 -1.066 0.965 0.268 -1.723
C -7.617 21.009 22.366 -0.423 -1.947 -1.133 0.656
C -8.742 20.185 21.618 1.496 1.215 -0.348 -0.196
O -8.250 21.699 23.392 0.285 0.120 1.284 -0.618
H -6.929 19.377 23.613 0.054 0.066 0.217 0.394
H -5.825 20.778 23.401 0.419 -0.491 0.152 0.426
H -6.000 19.482 22.137 0.010 0.363 -0.165 0.331
H -7.147 21.756 21.727 0.018 -0.173 -0.535 0.019
H -8.289 19.479 20.921 -0.088 -0.495 0.261 0.493
H -9.276 20.868 20.957 -0.420 0.149 0.222 -0.551
H -9.415 19.753 22.359 0.161 -0.202 -0.176 0.261
H -8.683 22.440 22.963 -0.449 0.369 0.004 0.474
C -8.899 24.671 14.083 -0.262 1.055 0.460 -0.293
C -8.211 23.930 15.254 -0.684 -0.341 -1.505 1.044
C -6.753 24.111 15.068 1.798 -0.188 0.080 -1.916
O -8.595 24.399 16.521 0.096 0.709 0.463 0.774
H -8.401 25.621 13.888 0.636 -0.031 -0.073 0.382
H -9.883 25.077 14.317 -0.512 -0.770 0.156 -0.576
H -8.914 24.143 13.130 -0.034 -0.295 0.178 0.015
H -8.443 22.866 15.211 -0.182 -0.207 -0.186 0.289
H -6.115 23.416 15.613 -0.280 0.009 0.408 0.400
H -6.449 25.113 15.371 -0.049 0.134 -0.084 0.341
H -6.440 23.956 14.036 -0.333 0.217 -0.217 0.382
H -9.485 24.090 16.707 -0.460 -0.197 0.142 -0.665
C -16.055 30.341 15.680 -0.639 -0.245 0.093 -1.581
C -14.750 29.924 15.115 2.106 0.566 -2.263 1.871
C -14.541 29.975 13.577 -0.877 -0.481 -0.094 -0.917
O -13.777 30.885 15.508 0.257 0.529 1.637 -0.681
H -16.046 30.195 16.760 -0.067 0.043 0.025 0.324
H -16.837 29.712 15.255 -0.183 0.017 0.057 0.258
H -16.290 31.385 15.472 0.130 -0.019 -0.115 0.432
H -14.446 28.923 15.421 -0.176 -0.190 0.442 -0.552
H -15.098 29.206 13.041 -0.313 0.078 -0.144 0.376
H -13.497 29.809 13.311 0.140 -0.240 0.403 -0.152
H -14.750 30.971 13.187 -0.407 -0.014 0.063 0.327
H -12.912 30.584 15.220 0.017 -0.235 -0.099 0.233
```
Positions in Å, forces in eV/Å.